ORCA calculation (ωB97M-V with the def2-TZVPD basis set) on an isolated molecule of C4H5NO.

Geometry (Å):
O (-1.256030, -1.805524, 0.247137)
C (-0.565215, -0.659686, -0.011368)
C (-0.829002, 0.629670, -0.424089)
C (0.384877, 1.363952, -0.204722)
C (1.339517, 0.492224, 0.230501)
N (0.748669, -0.750604, 0.328392)
H (-2.161565, -1.785698, -0.073550)
H (-1.677624, 1.017112, -0.974347)
H (0.510122, 2.437784, -0.278574)
H (2.408293, 0.605543, 0.321969)
H (1.097957, -1.544774, 0.838650)

Cartesian forces, eV/Å:
-0.1845 -0.0210 -0.3300
0.2490 0.1267 0.0701
-0.0456 -0.1327 0.0094
0.1072 -0.0299 -0.0581
0.0632 0.0807 -0.0987
-0.1213 -0.0255 0.1729
0.0457 0.2990 -0.0811
-0.1471 -0.1890 0.5207
0.0331 -0.2580 -0.4186
-0.1402 0.0834 0.3534
0.1408 0.0663 -0.1401

Results
Structure (SMILES) = Oc1ccc[nH]1
Lowest unoccupied orbital energy = 0.80 eV
Net charge = 0
E_HOMO = -7.75 eV
HOMO-LUMO gap = 0.314 hartree
Largest force on an atom = 0.011 hartree/bohr

In the Mulliken picture, each atom carries the following charge in e:
1 O -0.52
2 C 0.40
3 C -0.60
4 C -0.32
5 C -0.55
6 N -0.06
7 H 0.33
8 H 0.36
9 H 0.37
10 H 0.36
11 H 0.23